# 1
Formula: C4H7N3O
Source: the Open Molecules 2025 dataset
Level of theory: the ωB97M-V functional and the def2-TZVPD basis

Geometry as XYZ:
```
15
Properties=species:S:1:pos:R:3:lowdin_charge:R:1
C 2.8149 -0.3198 -0.0084 -0.094
C 1.3703 0.1013 0.1382 -0.522
C -0.6855 0.0820 -0.2245 -0.309
C -2.1586 -0.5745 -0.2626 -0.285
H 2.9960 -1.3873 -0.5708 0.103
H 3.2024 0.7475 -0.4870 0.112
H 3.1154 -0.6538 1.2485 0.141
H -0.9828 1.9638 0.0574 0.161
H -2.1564 -1.5367 0.4570 0.158
H -2.1142 -0.8849 -1.3739 0.134
H -3.6967 0.0540 1.0615 0.288
N 1.0992 1.4729 0.0026 0.101
N -0.2901 1.2779 -0.2340 0.020
N 0.3858 -0.7599 0.0140 0.132
O -2.8997 0.4176 0.1818 -0.139
```

Properties
Total energy (eV): -10774.5743
LUMO level (eV): -0.2
Strongest force on any atom (eV/Å): 8.8


# 2
Formula: C4H7N3O2
Source: the Open Molecules 2025 dataset
Level of theory: the ωB97M-V functional and the def2-TZVPD basis

Geometry as XYZ:
```
16
Properties=species:S:1:pos:R:3:lowdin_charge:R:1
C -0.2601 -1.7250 0.6460 0.001
C 0.6052 1.0352 0.3173 -0.512
C -1.4662 0.3561 -0.5559 -0.400
C -0.0663 -0.7702 -0.4962 -0.389
N 1.5529 1.7215 -0.4390 0.161
O 1.0325 0.7630 1.5852 0.080
N -0.7063 1.1928 0.0997 0.200
N -2.6407 0.3074 -0.9938 0.106
O 0.4602 -0.9159 -1.5757 0.084
H 1.6994 1.4213 1.8305 0.122
H 2.4001 1.1779 -0.5686 0.110
H 1.1812 1.9707 -1.3484 0.114
H -2.9276 -0.6303 -1.2646 0.042
H -0.7079 -2.6427 0.2585 0.102
H 0.7182 -1.9596 1.0705 0.087
H -0.8748 -1.3023 1.4346 0.094
```

Properties
SMILES string: [H]/N=C(/N=C(\N)O)C(C)=O
Total energy (eV): -12823.1097
LUMO level (eV): -0.9
Strongest force on any atom (eV/Å): 6.6


# 3
Formula: C4H7N3O2
Source: the Open Molecules 2025 dataset
Level of theory: the ωB97M-V functional and the def2-TZVPD basis

Geometry as XYZ:
```
16
Properties=species:S:1:pos:R:3:lowdin_charge:R:1
C -0.4658 2.1223 -0.3346 -0.015
N 0.0762 0.8133 0.0173 -0.023
C 0.0590 -1.7019 0.0966 -0.495
C 1.1959 0.3491 -0.3056 -0.199
C -0.9340 -0.3712 0.7285 -0.343
O 0.7221 -2.3114 1.1085 0.067
N 2.3942 0.2048 -0.3335 0.269
N -2.1760 -0.4061 0.3942 0.022
O -0.0984 -2.2046 -0.9902 0.067
H 1.0609 -3.1642 0.7836 0.120
H 3.0273 0.0451 -1.1020 0.105
H -2.3321 -0.3372 -0.6103 0.031
H -0.6948 -0.3643 1.7891 0.117
H -1.3540 1.9706 -0.9467 0.087
H 0.2644 2.7179 -0.8800 0.090
H -0.7449 2.6380 0.5849 0.097
```

Properties
Total energy (eV): -12822.7936
LUMO level (eV): 0.0
Strongest force on any atom (eV/Å): 3.3


# 4
Formula: C4H7N3O2
Source: the Open Molecules 2025 dataset
Level of theory: the ωB97M-V functional and the def2-TZVPD basis

Geometry as XYZ:
```
16
Properties=species:S:1:pos:R:3:lowdin_charge:R:1
C -0.0479 0.4164 -0.1060 -0.169
C 1.1716 -0.3811 -0.4307 -0.275
C 1.8393 -1.1948 0.6483 -0.127
C -1.4317 -0.2494 0.0374 -0.485
H 1.1728 3.2623 0.3613 0.102
H 1.9486 1.7559 0.3645 0.084
H 1.8771 0.0942 -1.1415 0.142
H 2.9396 -1.3545 0.5961 0.107
H 1.3462 -1.2725 1.6440 0.120
H 0.2475 -2.1565 -0.2271 0.042
H -3.1796 -0.0482 0.0877 0.152
N 1.2192 2.3251 -0.0553 0.027
N 0.0041 1.7066 0.0093 0.024
N 1.1551 -1.8519 -0.4794 0.034
O -2.4225 0.5741 0.0532 0.149
O -1.6012 -1.4599 0.0842 0.074
```

Properties
SMILES string: N/N=C(/C(=O)O)[C@H]1CN1
Total energy (eV): -12824.8493
LUMO level (eV): 0.5
Strongest force on any atom (eV/Å): 3.0


# 5
Formula: C4H7N3O2
Source: the Open Molecules 2025 dataset
Level of theory: the ωB97M-V functional and the def2-TZVPD basis

Geometry as XYZ:
```
16
Properties=species:S:1:pos:R:3:lowdin_charge:R:1
C 1.0825 0.6672 -1.3045 0.075
C 0.3489 -2.4046 -0.0268 -0.028
C 0.3461 0.5392 -0.1979 -0.339
C 0.7044 1.2064 1.1219 -0.027
N -0.7799 -1.8260 0.0300 0.062
N -0.8248 -0.3651 -0.2085 -0.050
N -2.0271 0.2057 -0.0699 -0.434
O -1.9960 1.3292 -0.5154 0.070
O -2.9639 -0.4260 0.3553 0.088
H 0.8093 0.3119 -2.2789 0.073
H 1.7690 1.5115 -1.3423 0.080
H 0.2684 -3.4601 0.3203 0.090
H 1.1986 -1.6260 -0.1254 0.092
H 1.7698 1.3253 1.3249 0.088
H 0.0717 0.7932 1.8507 0.059
H 0.2230 2.2183 1.0666 0.100
```

Properties
SMILES string: C=NN(C(=C)C)[N+](=O)[O-]
Total energy (eV): -12820.1943
LUMO level (eV): 0.5
Strongest force on any atom (eV/Å): 4.6


# 6
Formula: C4H7N3O2
Source: the Open Molecules 2025 dataset
Level of theory: the ωB97M-V functional and the def2-TZVPD basis

Geometry as XYZ:
```
16
Properties=species:S:1:pos:R:3:lowdin_charge:R:1
C -0.2639 2.0157 -0.0382 -0.061
C -1.7738 -0.6429 0.0056 -0.379
C -0.0558 -0.5703 0.2002 -0.199
C 0.3559 0.6700 0.1050 -0.216
N 0.5876 -1.7779 0.3402 0.094
O -2.0745 -1.9344 -0.2713 0.072
N 1.9636 0.8201 0.2680 -0.005
N 2.7117 0.0258 -0.2943 0.015
O -2.6454 0.1636 0.2275 0.090
H -3.0484 -1.9909 -0.1783 0.134
H 1.5974 -1.6730 0.2140 0.063
H 0.1664 -2.4990 -0.2422 0.096
H 3.7146 0.2409 -0.1293 0.069
H -0.0486 2.4297 -1.0284 0.083
H -1.3429 2.0303 0.1086 0.065
H 0.1562 2.6923 0.7129 0.079
```

Properties
SMILES string: [H]/N=N/C(C)=C(\N)C(=O)O
Total energy (eV): -12824.2801
LUMO level (eV): 0.5
Strongest force on any atom (eV/Å): 5.1


# 7
Formula: C4H7N3O2
Source: the Open Molecules 2025 dataset
Level of theory: the ωB97M-V functional and the def2-TZVPD basis

Geometry as XYZ:
```
16
Properties=species:S:1:pos:R:3:lowdin_charge:R:1
C -0.7454 1.8718 -0.0942 0.020
C 0.1867 -0.0509 -0.5546 -0.169
C -0.9955 -0.2979 0.1441 -0.214
C 2.2940 -0.8370 0.3790 -0.027
N 0.3689 1.3535 -0.6106 0.223
N -1.5961 0.9411 0.3576 0.232
N -1.6025 -1.4524 0.4493 0.209
O 1.1361 -1.0467 -0.6089 0.111
O 2.9865 0.0774 0.1054 0.258
H -0.7786 3.0234 -0.0392 0.224
H 2.1105 -1.3557 1.2867 0.183
H 1.1337 1.8091 -0.9038 0.138
H -2.5244 1.0191 0.7165 0.198
H -1.1657 -2.4204 0.4336 0.185
H -2.5783 -1.4935 0.4298 0.114
H 1.7701 -1.1410 -1.4905 0.316
```

Properties
Total energy (eV): -12805.9907
LUMO level (eV): -9.2
Total charge: +2
Strongest force on any atom (eV/Å): 6.5


# 8
Formula: C4H7N3OS
Source: the Open Molecules 2025 dataset
Level of theory: the ωB97M-V functional and the def2-TZVPD basis

Geometry as XYZ:
```
16
Properties=species:S:1:pos:R:3:lowdin_charge:R:1
C -1.7178 0.9018 -0.1413 -0.323
C 1.9645 0.6876 -0.3884 -0.792
C -1.1782 0.2737 2.2077 -0.106
C 1.0226 -1.4757 -1.4797 -0.033
N -2.2738 1.1557 -1.2033 0.147
N -1.1311 0.3663 0.7588 0.023
N 1.4905 -0.5304 -0.4077 -0.283
O 1.8439 1.8838 -0.5291 0.062
S 3.2275 -0.4718 0.2721 0.803
H -0.3429 -0.3767 2.4322 0.056
H -1.2160 1.2162 2.7291 0.058
H -2.2217 -0.2840 2.6342 0.137
H 0.9333 -2.3902 -1.0087 0.054
H 0.0360 -1.2317 -1.7198 0.063
H 1.7624 -1.5834 -2.2649 0.090
H -2.1991 1.8588 -1.8913 0.044
```

Properties
SMILES string: CN1SC1=O.CN=C=N
Total energy (eV): -21611.0312
LUMO level (eV): 0.2
Strongest force on any atom (eV/Å): 3.6


# 9
Formula: C4H7N3S
Source: the Open Molecules 2025 dataset
Level of theory: the ωB97M-V functional and the def2-TZVPD basis

Geometry as XYZ:
```
15
Properties=species:S:1:pos:R:3:lowdin_charge:R:1
C 0.6146 -1.8150 -0.1265 -0.152
C -1.5897 -1.3137 0.3361 -0.403
C 1.0780 -0.5901 -0.3358 0.188
C 1.1760 0.8035 -0.6402 -0.335
N -0.6948 -2.2146 0.2064 0.017
N -1.4323 -0.0346 -0.0063 -0.498
N 1.8216 1.6735 0.3241 -0.001
S -2.7045 0.9482 -0.2637 0.700
H 1.1609 -2.7845 -0.1754 0.128
H -2.6024 -1.6190 0.6238 0.107
H 1.6984 0.8830 -1.5773 0.120
H 0.2999 1.3018 -1.0213 0.108
H 2.5653 1.1501 0.8941 0.109
H 1.0999 1.7577 1.0158 0.053
H -2.4908 1.8538 0.7462 -0.142
```

Properties
Total energy (eV): -19561.3781
LUMO level (spin up / spin down) (eV): -1.8 / -1.8
Strongest force on any atom (eV/Å): 4.1


# 10
Formula: C4H7N3S
Source: the Open Molecules 2025 dataset
Level of theory: the ωB97M-V functional and the def2-TZVPD basis

Geometry as XYZ:
```
15
Properties=species:S:1:pos:R:3:lowdin_charge:R:1
C 1.2503 -0.5924 -0.3257 -0.511
C 0.2613 -0.2935 0.8006 -0.393
C -0.1464 1.1562 0.7732 -0.157
C -1.8527 -0.6793 -0.1425 -0.217
H 3.4795 -0.0336 -1.2013 -0.134
H 1.4563 -1.6688 -0.3085 0.076
H 0.8356 -0.4242 -1.2803 0.059
H 0.6738 -0.5006 1.7888 0.126
H 0.4282 1.8369 1.3706 0.104
H -2.5964 1.0425 -1.0738 0.124
H -2.7850 -1.1812 -0.3700 0.116
N -1.1171 1.5730 0.0929 0.052
N -1.7625 0.6022 -0.6911 -0.012
N -0.9568 -1.1561 0.6133 0.085
S 2.8318 0.3187 -0.0461 0.682
```

Properties
SMILES string: SC[C@H]1C=NNC=N1
Total energy (eV): -19565.6095
LUMO level (eV): 0.8
Strongest force on any atom (eV/Å): 2.0


# 11
Formula: C4H7N3S
Source: the Open Molecules 2025 dataset
Level of theory: the ωB97M-V functional and the def2-TZVPD basis

Geometry as XYZ:
```
15
Properties=species:S:1:pos:R:3:lowdin_charge:R:1
C -0.8609 1.9363 -2.0680 -0.418
C 0.1224 0.4614 -0.4091 -0.484
C 2.2926 -0.6929 0.3867 -0.257
C -2.0435 -0.2584 0.4319 -0.030
N -1.7654 1.4200 -1.3023 0.017
N 0.9080 -0.4698 0.5979 -0.082
N -1.2783 0.5735 -0.4362 -0.234
S 0.7531 1.3447 -1.7365 1.030
H -1.1158 2.5280 -2.8459 0.034
H 2.6941 -1.5582 1.0533 0.110
H 2.8047 0.1896 0.6021 0.038
H 2.3983 -0.8615 -0.6399 0.029
H -2.0685 0.2591 1.3318 0.068
H -3.1653 -0.3779 0.1123 0.137
H -1.6729 -1.1879 0.5798 0.042
```

Properties
SMILES string: C/N=c1\scnn1C
Total energy (eV): -19563.2172
LUMO level (spin up / spin down) (eV): 0.6 / 0.6
Strongest force on any atom (eV/Å): 8.1


# 12
Formula: C4H7N3S
Source: the Open Molecules 2025 dataset
Level of theory: the ωB97M-V functional and the def2-TZVPD basis

Geometry as XYZ:
```
15
Properties=species:S:1:pos:R:3:lowdin_charge:R:1
C 0.0603 1.8872 0.3231 -0.050
C 0.6459 -1.6205 0.3371 -0.136
C -0.6721 -1.6496 -0.0104 0.016
C -1.1267 -0.2434 -0.1593 -0.445
H 0.1525 1.8524 1.4612 0.111
H 0.9211 2.3437 -0.1692 0.051
H -0.8942 2.3633 -0.0418 0.092
H 2.3836 -0.1905 -1.5278 -0.120
H 1.2963 -2.4365 0.6767 0.120
H -1.3280 -2.4792 -0.1285 0.090
H -2.9501 -0.3737 -0.4992 0.043
N 0.0580 0.4862 -0.1219 -0.181
N 1.0906 -0.2985 0.3783 -0.533
N -2.2412 0.3223 -0.2925 0.116
S 2.6039 0.0367 -0.2259 0.824
```

Properties
SMILES string: [H]/N=c1\ccn(S)n1C
Total energy (eV): -19565.0045
LUMO level (eV): 0.6
Strongest force on any atom (eV/Å): 2.0


# 13
Formula: C4H7N4
Source: the Open Molecules 2025 dataset
Level of theory: the ωB97M-V functional and the def2-TZVPD basis

Geometry as XYZ:
```
15
Properties=species:S:1:pos:R:3:lowdin_charge:R:1
C 1.9101 -0.7263 -0.1418 -0.201
C -1.1307 -1.2806 -0.4178 -0.224
C 0.9573 -0.0165 0.7598 -0.075
C 0.0644 0.8452 -0.0036 -0.284
N 2.5398 -1.3917 -0.8300 0.205
N -2.1245 -1.5059 0.2985 0.179
N -0.9581 0.1492 -0.5816 0.113
N 0.1748 2.1718 -0.1329 0.240
H -0.2784 -1.7200 -0.9454 0.135
H 0.4136 -0.8232 1.2834 0.145
H 1.7339 0.5776 1.3179 0.162
H -2.4701 -2.4561 0.6393 0.131
H -1.6736 0.7968 -0.9428 0.181
H -0.0227 2.8981 -0.8279 0.169
H 0.8642 2.4818 0.5250 0.124
```

Properties
SMILES string: [H]/N=C/NC(=[NH2+])CC#N
Total energy (eV): -10213.1773
LUMO level (eV): -4.7
Total charge: +1
Strongest force on any atom (eV/Å): 4.9


# 14
Formula: C4H7N5
Source: the Open Molecules 2025 dataset
Level of theory: the ωB97M-V functional and the def2-TZVPD basis

Geometry as XYZ:
```
16
Properties=species:S:1:pos:R:3:lowdin_charge:R:1
C -0.4593 0.3111 -1.4985 -0.289
C 0.6620 -1.0521 2.4513 0.062
C -0.4363 -0.5548 1.5657 -0.123
C 1.0275 1.1931 0.8221 0.093
N -1.7916 -0.6450 -2.8886 -0.102
N -1.4633 -0.5322 -1.5893 -0.087
N -0.1854 0.7263 -2.7531 -0.066
N -1.0365 0.1113 -3.6117 -0.065
N 0.6857 0.2438 1.6131 -0.102
H 0.6590 -1.0050 3.5147 0.099
H 1.3932 -1.7739 2.0652 0.121
H -0.7355 -0.8733 0.6598 0.041
H -1.2863 -0.1440 2.0896 0.139
H 2.1002 1.4721 0.7152 0.097
H 0.3574 1.0259 -0.1490 0.026
H 0.5093 1.4969 -3.0064 0.157
```

Properties
Total energy (eV): -11704.8000
LUMO level (eV): -0.6
Strongest force on any atom (eV/Å): 3.8


# 15
Formula: C4H7N5O2
Source: the Open Molecules 2025 dataset
Level of theory: the ωB97M-V functional and the def2-TZVPD basis

Geometry as XYZ:
```
18
Properties=species:S:1:pos:R:3:lowdin_charge:R:1
C -0.6536 -0.6295 0.0424 -0.256
C 3.0294 -0.2394 0.0733 -0.497
C -3.1121 0.2663 0.3001 -0.019
C 1.8793 0.6191 -0.6752 -0.080
N -0.1072 1.7372 0.1316 -0.099
N -1.3067 1.5442 0.3014 0.013
N 0.6725 0.7208 -0.0030 0.004
N -1.6647 0.1263 0.2941 -0.079
N -0.1132 -1.7191 -0.0663 0.154
O 4.2067 -0.0468 0.1114 0.124
O 2.4504 -1.2933 0.6068 0.109
H -3.5049 -0.6293 -0.0794 0.074
H -3.4450 0.6226 1.3014 0.108
H -3.2062 1.1236 -0.2967 0.058
H 2.3763 1.5857 -0.9679 0.147
H 1.7291 0.0212 -1.5711 0.132
H 1.4941 -1.3086 0.6140 0.024
H -0.7243 -2.5012 -0.1170 0.080
```

Properties
Expectation value of S²: 2.01
Total energy (eV): -15798.7478
LUMO level (spin up / spin down) (eV): 0.4 / -2.6
2S+1: 3
Strongest force on any atom (eV/Å): 9.5


# 16
Formula: C4H7NO
Source: the Open Molecules 2025 dataset
Level of theory: the ωB97M-V functional and the def2-TZVPD basis

Geometry as XYZ:
```
13
Properties=species:S:1:pos:R:3:lowdin_charge:R:1
N -2.3951 0.3614 -0.3351 0.146
C -1.1468 0.2099 -0.2321 -0.461
C -0.4032 -0.3988 0.9394 -0.103
C 1.0626 -0.0797 0.6301 -0.157
C 1.0410 0.0809 -0.8914 -0.174
O -0.2597 0.5828 -1.1993 -0.027
H -2.6014 0.7716 -1.2481 0.059
H -0.7610 0.0229 1.8813 0.120
H -0.5945 -1.4774 0.9702 0.123
H 1.7599 -0.8572 0.9529 0.112
H 1.3570 0.8629 1.1024 0.114
H 1.1733 -0.8795 -1.4057 0.124
H 1.7723 0.7935 -1.2788 0.122
```

Properties
SMILES string: [H]/N=C1/CCCO1
Total energy (eV): -7798.9079
LUMO level (eV): 0.9
Strongest force on any atom (eV/Å): 0.4


# 17
Formula: C4H7NO
Source: the Open Molecules 2025 dataset
Level of theory: the ωB97M-V functional and the def2-TZVPD basis

Geometry as XYZ:
```
13
Properties=species:S:1:pos:R:3:lowdin_charge:R:1
C 1.7597 0.0290 0.5324 -0.131
O 1.0805 -0.7021 -0.4705 -0.171
C -0.5952 0.4187 -1.0652 0.004
C -1.5310 -0.3072 -0.4131 -0.198
C -1.9772 0.1075 0.8794 -0.264
N -2.3332 0.5060 1.9092 0.128
H 2.2627 0.8787 0.0562 0.091
H 1.0786 0.4118 1.3068 0.089
H 2.5043 -0.6308 0.9735 0.081
H -0.1686 1.3204 -0.6322 0.098
H -0.3145 0.2131 -2.0907 0.095
H 0.2902 -1.1286 -0.0807 0.071
H -2.0564 -1.1166 -0.9052 0.105
```

Properties
SMILES string: C=CC#N.CO
Total energy (eV): -7796.6478
LUMO level (eV): 0.7
Strongest force on any atom (eV/Å): 1.2


The following energy above the lowest of the compared OMol25 structures with the same formula, charge and spin values (in kJ/mol) correspond, in order, to the records above: 499.1 426.5 457.0 258.6 707.8 313.6 145.5 366.2 617.5 209.2 440.1 267.6 197.3 837.3 186.4 71.1 289.1.